Density functional theory data (ωB97M-V with the def2-TZVPD basis set) for C32H33Cl7NO3PtS as an isolated structure in a non-equilibrium geometry.

The value obtained for the energy relative to the best compared isomer or geometry (same formula, charge and spin) is 79.4 kcal/mol. For the orbital gap (alpha / beta), the calculation gives 5.381 / 5.421 eV. The value obtained for the energy is -5258.55236 a.u. Its charge is -1. The value obtained for the max |F| is 1.75 eV/Å.

The geometry in XYZ format:
```
78
Properties=species:S:1:pos:R:3:mulliken_charge:R:1
Pt -1.057 0.111 -0.005 1.366
Cl -3.026 -2.056 -0.557 -0.101
C -1.634 -2.262 -1.565 0.958
C -0.529 -1.416 -1.339 -1.322
C 0.568 -1.667 -2.178 1.125
Cl 2.023 -0.724 -2.085 -0.234
C 0.566 -2.661 -3.159 -0.264
Cl 1.953 -2.941 -4.146 -0.199
C -0.573 -3.425 -3.373 0.517
Cl -0.615 -4.607 -4.626 -0.212
C -1.687 -3.215 -2.572 -0.338
Cl -3.124 -4.122 -2.856 -0.206
Cl 2.962 1.063 0.204 -0.014
C 4.486 1.624 0.913 -0.477
Cl 4.371 3.316 1.434 -0.172
H 5.267 1.554 0.166 0.348
H 4.714 1.019 1.784 0.254
C -0.421 4.286 -2.317 -1.634
C -0.511 4.106 -0.827 0.507
C -0.814 5.169 0.015 -1.206
C -0.868 4.979 1.392 0.271
C -1.211 6.120 2.316 -1.863
C -0.623 3.731 1.931 -0.663
C -0.373 2.608 1.113 0.978
C -0.272 2.861 -0.279 -0.281
N -0.212 1.313 1.529 -0.773
C -0.243 0.884 2.929 1.450
C 0.912 1.483 3.755 -0.785
C 0.883 0.919 5.180 0.512
C 1.066 -0.600 5.149 -1.541
C -0.065 -1.223 4.329 0.438
C -1.401 -0.910 5.004 -1.509
C -1.592 0.607 5.050 0.327
C -0.454 1.245 5.851 -1.363
C -1.591 1.168 3.630 -1.360
C -0.042 -0.644 2.914 -2.017
H -0.566 5.330 -2.595 0.380
H -1.188 3.685 -2.808 0.295
H 0.553 3.958 -2.684 0.331
H -1.021 6.148 -0.403 0.213
H -1.281 7.059 1.767 0.395
H -0.450 6.229 3.092 0.351
H -2.170 5.934 2.802 0.317
H -0.682 3.633 3.004 0.551
H -0.019 2.033 -0.943 0.684
H 0.853 2.572 3.784 0.378
H 1.861 1.222 3.280 0.187
H 1.698 1.370 5.758 0.254
H 1.047 -0.994 6.171 0.549
H 2.037 -0.855 4.712 0.514
H 0.075 -2.308 4.276 0.288
H -1.409 -1.319 6.020 0.533
H -2.221 -1.367 4.443 0.479
H -2.552 0.843 5.523 0.313
H -0.456 0.860 6.876 0.516
H -0.594 2.330 5.898 0.526
H -1.792 2.238 3.657 0.498
H -2.375 0.715 3.032 0.402
H -0.835 -1.088 2.303 0.554
H 0.914 -0.873 2.434 0.297
C -9.077 -0.596 1.284 -1.429
C -7.769 0.003 0.841 1.029
C -7.174 -0.394 -0.350 -0.673
C -5.946 0.123 -0.741 -0.396
C -5.316 1.060 0.055 -0.305
C -5.915 1.495 1.230 -0.752
C -7.133 0.967 1.620 -0.751
S -3.580 1.480 -0.110 1.734
O -3.104 0.964 -1.390 -0.762
O -3.471 2.908 0.058 -0.804
O -3.069 0.689 1.038 -0.854
H -9.172 -1.618 0.920 0.365
H -9.911 -0.010 0.889 0.277
H -9.156 -0.603 2.371 0.357
H -7.670 -1.125 -0.979 0.357
H -5.465 -0.199 -1.656 0.527
H -5.391 2.227 1.831 0.424
H -7.588 1.290 2.549 0.333
```